[1]
2 unconnected molecules or ions with the total composition C6H12O. Source: the OMol25 dataset; level of theory: ωB97M-V/def2-TZVPD.

As for the highest occupied orbital energy: -0.334 Ha. The HOMO-LUMO gap is 0.3724 Eh. The energy above the lowest of the compared OMol25 structures with the same formula, charge and spin is 155.8 kJ/mol. Its SMILES is C/C=C/C.CC=O. The value obtained for the LUMO energy is 0.03873 Eh.

Each line ends with the Mulliken charge.
Atoms and positions in Å:
C (-1.97123, -1.31751, -1.23779)  -1.17
C (-1.12429, -0.21487, -0.68351)  0.29
C (-0.66961, 1.23631, 1.27773)  -1.11
C (-0.88426, -0.09237, 0.61907)  -0.39
O (2.02187, -1.67405, 0.42655)  -0.51
C (2.00899, -0.47891, 0.59576)  0.19
C (2.28001, 0.53259, -0.49008)  -0.81
H (-2.83747, -0.83178, -1.70655)  0.29
H (-1.50377, -1.96361, -1.98515)  0.30
H (-2.35379, -1.92955, -0.41463)  0.32
H (-0.88269, 0.62190, -1.34429)  0.32
H (-0.19361, 1.17335, 2.25879)  0.31
H (-1.67290, 1.65245, 1.42519)  0.34
H (-0.12875, 1.94624, 0.64322)  0.24
H (-1.04225, -0.95341, 1.27138)  0.27
H (1.83849, -0.05199, 1.60894)  0.35
H (1.97028, 0.13993, -1.46117)  0.25
H (3.36074, 0.71789, -0.51348)  0.35
H (1.78424, 1.48737, -0.28997)  0.19

[2]
2 unconnected molecules or ions with the total composition C8H6N2O2 at a distorted geometry. Source: the OMol25 dataset; level of theory: ωB97M-V/def2-TZVPD.

As for the highest occupied orbital energy: -0.348 Ha. The HOMO-LUMO gap is 0.3538 Eh. The energy above the lowest of the compared OMol25 structures with the same formula, charge and spin is 848.3 kJ/mol. Its SMILES is C#CC#CC#N.C1=NOCOC1. The value obtained for the LUMO energy is 0.00531 Eh.

Each line ends with the Mulliken charge.
Atoms and positions in Å:
C (0.32125, -0.31779, -0.95425)  -0.46
C (2.23415, -1.20342, -0.07928)  -0.32
C (1.58238, -0.80692, 1.20889)  0.00
C (-0.28735, 3.08123, 0.01218)  -0.50
C (-1.06757, 2.17623, 0.02094)  -0.16
C (-1.96673, 1.11670, 0.02794)  0.32
C (-2.73969, 0.19707, 0.03832)  0.44
C (-3.63677, -0.86160, 0.04862)  -0.16
H (-0.07950, 0.20718, -1.80819)  0.34
H (-0.16934, -1.28161, -0.80439)  0.40
H (2.13938, -2.28419, -0.22904)  0.28
H (3.30929, -0.96809, -0.03561)  0.30
H (1.97649, -1.18981, 2.14594)  0.41
H (0.40386, 3.89005, 0.00536)  0.46
N (0.60466, -0.00261, 1.34998)  -0.56
N (-4.38428, -1.74090, 0.05557)  -0.45
O (1.68888, -0.49120, -1.16902)  -0.44
O (0.07089, 0.47968, 0.16605)  0.11

[3]
A single C5H10O2 molecule. Source: the OMol25 dataset; level of theory: ωB97M-V/def2-TZVPD.

As for the highest occupied orbital energy: -0.355 Ha. The HOMO-LUMO gap is 0.3941 Eh. The energy above the lowest of the compared OMol25 structures with the same formula, charge and spin is 189.2 kJ/mol. Its SMILES is OC[C@H]1CCCO1. The value obtained for the LUMO energy is 0.03867 Eh.

Each line ends with the Mulliken charge.
Atoms and positions in Å:
O (-2.06518, -1.25136, 1.53411)  -0.52
C (-0.74702, -0.76758, 1.68986)  -0.64
C (-0.31850, -0.04923, 0.44088)  0.37
C (1.02301, 0.66191, 0.28489)  -0.53
C (0.68607, 1.21160, -1.11390)  -0.63
C (0.25526, -0.17083, -1.73318)  -0.44
O (-0.36343, -0.92001, -0.68085)  -0.46
H (-2.08468, -1.71090, 0.68276)  0.34
H (-0.04839, -1.57211, 1.95749)  0.31
H (-0.77017, -0.03702, 2.50551)  0.28
H (-1.06526, 0.73371, 0.24278)  0.14
H (1.86346, -0.04214, 0.21661)  0.28
H (1.23002, 1.38125, 1.08049)  0.33
H (1.48069, 1.66547, -1.70781)  0.34
H (-0.05455, 2.00971, -0.94049)  0.26
H (1.21473, -0.64663, -1.97323)  0.25
H (-0.38073, -0.27004, -2.62200)  0.32

[4]
A molecular structure, C31H45ClF5MnPS at a distorted geometry. Source: the OMol25 dataset; level of theory: ωB97M-V/def2-TZVPD.

The spin multiplicity is 5. The net charge is -1. As for the highest occupied orbital energy (alpha / beta): -0.094 / -0.085 Ha. The HOMO-LUMO gap (alpha / beta) is 0.1853 / 0.1757 Eh. The energy above the lowest of the compared OMol25 structures with the same formula, charge and spin is 0.0 kJ/mol. The value obtained for the LUMO energy (alpha / beta) is 0.09088 / 0.09084 Eh.

Each line ends with the Mulliken charge.
Atoms and positions in Å:
Mn (-0.11828, -0.43324, 1.46210)  0.14
Cl (1.77826, 0.00581, 2.68140)  -0.59
P (0.12431, 0.42982, -0.86633)  0.91
C (-1.59812, 0.99707, 2.06226)  -0.66
H (-2.53684, 0.96642, 1.50106)  0.33
H (-1.18149, 1.99690, 2.22226)  0.42
C (1.96687, 0.69219, -1.16342)  -0.20
C (-0.69531, 2.11540, -1.01203)  0.24
C (2.42866, 0.81547, -2.62123)  -0.72
H (2.13640, 1.66404, -0.65936)  0.92
C (3.92316, 1.15862, -2.70372)  -1.06
H (2.25543, -0.14315, -3.13223)  0.21
H (1.86090, 1.58265, -3.16740)  0.17
C (4.81381, 0.20386, -1.90660)  -0.76
H (4.22806, 1.16766, -3.75514)  0.40
H (4.06326, 2.17639, -2.31760)  0.37
C (4.28710, -0.03370, -0.48381)  -0.95
H (4.88598, -0.76144, -2.42567)  0.31
H (5.82831, 0.61082, -1.85285)  0.43
C (2.80243, -0.38720, -0.46980)  0.41
H (4.85486, -0.83578, 0.00220)  0.39
H (4.44441, 0.87372, 0.11887)  0.39
H (2.63828, -1.35584, -0.96963)  0.16
H (2.48936, -0.50808, 0.57795)  -0.70
C (-0.52504, -0.58251, -2.33196)  -0.22
C (-2.20146, 1.97809, -1.27958)  -0.80
H (-0.54889, 2.53951, -0.00120)  0.55
C (-2.91065, 3.33880, -1.28238)  -0.93
H (-2.34368, 1.50457, -2.26256)  0.25
H (-2.67110, 1.31460, -0.54116)  0.18
C (-2.26622, 4.34936, -2.23571)  -0.67
H (-3.95914, 3.18628, -1.55649)  0.40
H (-2.90797, 3.74600, -0.26246)  0.33
C (-0.74093, 4.41612, -2.10631)  -1.10
H (-2.53497, 4.09401, -3.27031)  0.30
H (-2.68193, 5.34406, -2.04736)  0.37
C (-0.05894, 3.04318, -2.05635)  -0.41
H (-0.31816, 4.98504, -2.94113)  0.40
H (-0.47850, 4.96161, -1.19054)  0.40
H (-0.14658, 2.57095, -3.04758)  0.04
H (1.01600, 3.17198, -1.86696)  0.35
C (0.19926, -1.92752, -2.45006)  -0.03
H (-1.56865, -0.77876, -2.02522)  0.86
C (-0.53079, -2.86334, -3.41836)  -0.98
H (1.23105, -1.76740, -2.79693)  0.33
H (0.27065, -2.42075, -1.47255)  -0.59
C (-0.75484, -2.23424, -4.79953)  -0.77
H (0.03746, -3.79556, -3.51418)  0.44
H (-1.50446, -3.12489, -2.98101)  0.36
C (-1.32171, -0.81158, -4.71751)  -1.05
H (0.19394, -2.22538, -5.35461)  0.31
H (-1.44455, -2.86129, -5.37374)  0.43
C (-0.58639, 0.08939, -3.71276)  -0.41
H (-1.30142, -0.33789, -5.70652)  0.41
H (-2.37659, -0.86890, -4.41456)  0.37
H (0.42981, 0.29205, -4.08225)  0.18
H (-1.09965, 1.05774, -3.66972)  0.11
C (0.12255, -2.57674, 1.10926)  0.20
C (-1.25217, -2.23371, 0.87357)  0.70
H (0.88769, -2.50432, 0.32112)  0.48
C (-2.34040, -2.81929, 1.74059)  -1.31
H (-1.59493, -1.94352, -0.13087)  -0.27
C (-1.83562, -3.29520, 3.11081)  0.57
H (-3.16845, -2.10668, 1.87520)  0.29
H (-2.80254, -3.67504, 1.21825)  0.38
C (-0.58221, -4.15891, 3.02455)  -0.96
H (-1.57500, -2.40737, 3.70508)  -0.86
H (-2.63606, -3.80673, 3.66132)  0.43
C (0.56180, -3.50023, 2.22948)  -1.30
H (-0.23735, -4.38923, 4.03961)  0.40
H (-0.82291, -5.12347, 2.55403)  0.38
H (1.23663, -2.96291, 2.91656)  0.29
H (1.17837, -4.31646, 1.80929)  0.32
F (0.57978, 1.32752, 8.89855)  -0.30
C (0.11887, 1.08017, 7.65090)  0.48
C (-0.21791, 2.11033, 6.77037)  0.20
F (-0.07227, 3.37763, 7.20841)  -0.33
C (-0.70583, 1.85322, 5.47303)  0.23
F (-1.02702, 2.92285, 4.69126)  -0.32
C (-0.85413, 0.54138, 4.99410)  0.24
S (-1.58306, -0.05790, 3.40382)  -0.29
C (-0.47043, -0.46630, 5.88328)  -0.08
F (-0.56113, -1.76978, 5.48475)  -0.23
C (0.01235, -0.22358, 7.17071)  -0.02
F (0.36659, -1.25740, 7.96119)  -0.32

[5]
2 unconnected molecules or ions with the total composition C5H15N3S at a distorted geometry. Source: the OMol25 dataset; level of theory: ωB97M-V/def2-TZVPD.

As for the highest occupied orbital energy: -0.275 Ha. The HOMO-LUMO gap is 0.2996 Eh. The energy above the lowest of the compared OMol25 structures with the same formula, charge and spin is 113.1 kJ/mol. The value obtained for the LUMO energy is 0.02425 Eh.

Each line ends with the Mulliken charge.
Atoms and positions in Å:
C (-1.24979, -2.13692, -0.83626)  -0.74
C (0.76693, 2.27808, -0.91215)  -0.55
C (3.35529, -0.37917, 1.00129)  -0.70
C (-2.68732, 1.44811, 0.53151)  -0.39
C (0.27043, -1.74799, -1.02707)  -0.66
N (0.26903, 0.86380, -1.28368)  -0.43
N (2.21706, -0.17243, 0.15284)  -0.35
N (-1.95820, 0.62024, 1.14080)  -0.39
S (0.67467, -0.24073, 0.19667)  0.24
H (-1.29235, -2.43377, 0.22011)  0.29
H (-1.93343, -1.31087, -0.89672)  0.19
H (-1.44878, -3.03939, -1.53309)  0.29
H (1.59492, 1.95196, -0.15899)  0.20
H (0.10093, 2.84081, -0.29086)  0.20
H (1.12963, 2.75057, -1.83405)  0.28
H (4.21250, 0.08339, 0.56014)  0.26
H (3.62844, -1.46951, 1.23440)  0.23
H (3.16445, 0.25504, 1.92890)  0.25
H (-0.88283, 0.87891, -1.36709)  0.24
H (-3.59163, 1.16419, 0.05913)  0.30
H (-2.52839, 2.53736, 0.69973)  0.24
H (0.61645, -1.58338, -2.03505)  0.42
H (0.91964, -2.54002, -0.53459)  0.32
H (-1.39583, 1.12574, 1.88903)  0.26

[6]
A gas-phase ion, C8H20NOS (charge +1) at a distorted geometry. Source: the OMol25 dataset; level of theory: ωB97M-V/def2-TZVPD.

The net charge is +1. As for the highest occupied orbital energy: -0.444 Ha. The HOMO-LUMO gap is 0.3024 Eh. The energy above the lowest of the compared OMol25 structures with the same formula, charge and spin is 306.3 kJ/mol. The value obtained for the LUMO energy is -0.14161 Eh.

Each line ends with the Mulliken charge.
Atoms and positions in Å:
C (1.70641, 1.23209, 1.86579)  -1.48
C (-0.21108, 2.27695, 0.53822)  -1.70
C (-3.00446, -0.15471, -1.61892)  -0.87
C (0.33758, -2.30109, 1.81332)  -0.84
C (0.38671, -2.06948, -0.58870)  -0.83
C (1.65897, 1.01456, -0.66449)  -1.30
C (0.73059, 1.10715, 0.56168)  2.20
C (-0.07001, -0.04949, 0.96931)  -1.33
N (0.58794, -1.38387, 0.72201)  0.37
O (2.39363, -0.19729, -0.75938)  -0.59
S (-1.86676, -0.37321, -0.08339)  0.06
H (2.39356, 2.23047, 1.96634)  0.31
H (2.54089, 0.51324, 1.86666)  0.34
H (0.97048, 1.15120, 2.65741)  0.47
H (-0.61222, 2.52497, 1.46507)  0.44
H (0.32299, 3.08275, -0.02902)  0.38
H (-1.04759, 2.02650, -0.01362)  0.44
H (-2.57213, -0.97440, -2.19362)  0.29
H (-2.90277, 0.75084, -2.21359)  0.32
H (-4.04845, -0.19613, -1.36163)  0.40
H (-0.74988, -2.64314, 1.76312)  0.35
H (0.95175, -3.16749, 1.70214)  0.43
H (0.44628, -1.84035, 2.84788)  0.25
H (0.03232, -1.31517, -1.34612)  0.33
H (1.28877, -2.45184, -1.04204)  0.27
H (-0.29513, -2.90402, -0.35509)  0.34
H (1.01199, 1.05354, -1.52793)  0.46
H (2.34644, 1.79190, -0.78963)  0.57
H (1.52893, -1.17402, 0.58342)  0.39
H (3.06739, -0.17510, -1.46990)  0.34
H (-2.70522, 0.26238, 0.73891)  0.20